# 1
Density functional theory data (ωB97M-V/def2-TZVPD) for a molecular structure, C13H27Hg2O7S3.

ORCA input file:
```
! RIJCOSX wB97M-V def2-TZVPD def2/J DEFGRID3
* xyz 3 1
Hg 2.56477 0.61210 4.60108
Hg 5.23244 -1.05597 1.52335
C 2.13536 -0.38397 1.58940
O 3.24017 -0.25011 2.49597
H 1.48776 0.31774 2.11508
H 2.20237 -0.05423 0.55264
H 1.64107 -1.35519 1.61153
C 1.89616 -2.26482 -2.67893
C 2.55802 -0.87200 -2.83313
C 4.04692 -1.09851 -3.09130
S 4.46598 -2.45182 -1.96214
O 4.69531 -1.82610 -0.66788
O 5.49999 -3.25676 -2.60387
C 2.88886 -3.33230 -2.05958
H 1.49001 -2.54606 -3.65055
H 0.92046 -2.35373 -2.20122
H 2.60711 -0.27606 -1.92179
H 2.06456 -0.22711 -3.56025
H 4.74987 -0.28866 -2.89612
H 4.15856 -1.64497 -4.02780
H 2.69571 -3.47205 -0.99597
H 2.93833 -4.27061 -2.61205
C -2.35487 1.49045 2.59538
C -3.11822 0.99209 3.82151
C -2.28234 0.51665 4.94179
S -0.82248 1.67547 4.68000
O 0.42050 0.96641 4.36832
O -0.84641 2.65192 5.78083
C -1.30655 2.44855 3.10849
H -2.89509 2.04722 1.82970
H -1.77439 0.72042 2.08725
H -4.00079 0.45517 3.47381
H -3.63979 1.87139 4.19955
H -1.90832 -0.49212 4.76683
H -2.52127 0.51403 6.00528
H -0.41013 2.57675 2.50177
H -1.70466 3.42904 3.36975
C -2.50735 0.69753 -3.53852
C -3.51168 1.54373 -2.67874
C -2.85686 1.59758 -1.35342
S -1.62402 0.23916 -1.07069
O -2.16463 -0.64891 -0.00389
O -0.23903 0.72116 -0.97778
C -1.82558 -0.46841 -2.80158
H -1.77050 1.39479 -3.93723
H -3.02634 0.19613 -4.35543
H -4.47863 1.04809 -2.76484
H -3.52898 2.55306 -3.08989
H -3.61762 1.29829 -0.63248
H -2.38634 2.56386 -1.17171
H -2.57170 -1.26300 -2.80559
H -0.90569 -0.98531 -3.07495
*
```

Calculated values
F_max, eV/A: 6.352
Energy relative to the best compared isomer or geometry (same formula, charge and spin), eV: 2.574



# 2
Density functional theory data (ωB97M-V/def2-TZVPD) for a molecular structure, C13H27I2OP2Sc.

ORCA input file:
```
! RIJCOSX wB97M-V def2-TZVPD def2/J DEFGRID3
* xyz 2 1
I 1.20173 2.91552 -2.10041
I 2.50635 -1.52840 -3.15915
Sc 0.96261 0.22528 -1.58922
P 2.96379 0.38038 0.15439
C 3.74122 -1.13484 0.83179
C 4.39530 1.10610 -0.73982
H 5.25241 1.17942 -0.05795
H 3.84478 1.38424 2.18790
H 4.11990 2.09795 -1.11743
H 2.65998 2.46805 1.35541
H 3.97551 -1.81478 0.00163
H 4.64629 0.46598 -1.59293
C 2.88370 1.43295 1.65275
H 4.66258 -0.86303 1.36950
H 2.07342 1.06174 2.29603
H 3.03368 -1.61648 1.52113
P -1.48743 0.16203 -2.59488
C -2.41036 -1.38864 -2.89507
C -2.80018 1.20963 -1.83969
H -1.04875 1.87185 -4.27512
H -2.43173 0.81275 -4.73188
H -0.73950 0.23487 -4.90188
C -1.42422 0.84213 -4.29856
H -2.45688 2.25466 -1.81449
H -3.72276 1.12005 -2.43496
H -3.31522 -1.16540 -3.48274
H -2.68438 -1.83293 -1.92754
H -2.97573 0.86477 -0.81080
H -1.76086 -2.07861 -3.45316
C 0.38308 -2.05129 -0.95885
O 0.15134 -3.06315 -0.48484
C -0.60802 -1.11744 3.42108
C -1.50460 -0.31369 2.47674
C -2.74069 -1.14376 2.12099
C -1.94778 0.96581 3.17459
C -0.75771 -0.00986 1.26012
C -0.11295 0.21521 0.23808
H -1.15171 -1.34339 4.34477
H 0.28549 -0.54668 3.69263
H -0.29246 -2.06212 2.96723
H -3.30849 -1.36876 3.03065
H -3.40268 -0.59287 1.44558
H -2.46558 -2.08982 1.64419
H -1.08823 1.57315 3.45674
H -2.60366 1.55257 2.53197
H -2.50062 0.72884 4.08544
*
```

Calculated values
F_max, eV/A: 3.095
Energy relative to the best compared isomer or geometry (same formula, charge and spin), eV: 0.000



# 3
Density functional theory data (ωB97M-V/def2-TZVPD) for a molecular structure, C13H27N2O4PSn.

ORCA input file:
```
! RIJCOSX wB97M-V def2-TZVPD def2/J DEFGRID3
* xyz 4 1
Sn 0.14113 -1.04656 1.81530
C -2.13365 -0.66642 1.06505
O -3.23228 -0.42701 1.31807
C -0.25376 1.77046 1.66337
O -0.49887 2.72441 2.26711
C 2.69262 0.53159 2.35150
O 3.63711 1.06420 2.70114
C -1.50005 0.94902 -1.95912
P -0.05168 0.12657 -1.08703
H 0.23876 -1.49642 -2.93225
H -2.32861 0.27829 -1.68495
C 1.41833 0.84642 -2.05206
H 1.07991 0.72525 -3.09325
C -1.37646 0.96504 -3.49147
H -1.14773 -0.00665 -3.94228
H -0.60424 1.67249 -3.80531
H -2.30692 1.30575 -3.96338
C -1.76029 2.35369 -1.40223
H -1.15997 3.09210 -1.95163
C 0.84317 -2.56023 -1.16680
H -1.54554 2.47439 -0.33132
H -2.81721 2.62280 -1.54863
C -1.54726 -2.14536 -1.92589
H 0.57529 -2.72778 -0.10599
H 0.71858 -3.51700 -1.70000
H 1.89369 -2.24974 -1.21263
C -0.10969 -1.58650 -1.87954
H -1.47060 -3.23534 -2.06762
H -2.13407 -1.75440 -2.77561
H -2.07241 -1.92645 -0.97651
C 2.72321 0.06407 -1.86975
H 2.95210 -0.08362 -0.80343
H 3.55519 0.63687 -2.31120
H 2.69069 -0.91305 -2.37246
C 1.60496 2.33031 -1.70386
H 1.65873 2.50195 -0.61741
H 0.80416 2.95511 -2.12122
H 2.55788 2.69056 -2.12181
H -0.33496 -4.26414 1.00656
H -0.26100 -3.73485 1.55905
N -0.08630 -1.15838 5.96941
C -0.24355 -0.08759 5.17778
N -0.09102 1.11580 5.75025
O -0.49675 -0.22516 3.92762
H 0.13607 -1.07884 6.93953
H -0.22227 -2.07863 5.55466
H -0.24261 1.94581 5.17367
H 0.10818 1.22714 6.73657
*
```

Calculated values
F_max, eV/A: 5.773
DFT total energy, eV: -40158.637



> The highest F_max belongs to which entry?

C13H27Hg2O7S3